Here is C3H4ClFS2 in the gas phase in a non-equilibrium geometry from the OMol25 dataset. Energies are from ωB97M-V/def2-TZVPD.

Computed properties:
Energy above the lowest of the compared OMol25 structures with the same formula, charge and spin   17.44 kJ/mol
LUMO level   -0.0257 Eh
Frontier orbital gap   8.459 eV
Net charge   0

The geometry in XYZ format:
```
11
Properties=species:S:1:pos:R:3:forces:R:3
C 0.312 -0.711 -0.119 -0.76 0.03 -0.18
C 0.008 0.723 0.378 -1.77 -0.72 0.43
C -1.448 0.912 0.790 -0.05 -0.79 -0.63
H 2.172 0.342 -0.170 0.90 0.71 0.03
H 0.578 0.934 1.274 0.52 0.11 -0.04
H -2.139 0.572 -0.029 0.55 0.18 0.92
H -1.631 1.941 1.041 -0.06 0.54 -0.04
F -1.610 0.185 1.945 -0.53 -0.39 0.34
S 2.015 -0.946 -0.367 -0.48 -0.66 -0.09
S -0.855 -1.830 -0.367 0.90 0.52 0.10
Cl 0.218 1.965 -0.832 0.78 0.48 -0.85
```
Forces are in eV/Å.